Record 1
# C20H30BeF3HfNO13Zn

A structure of composition C20H30BeF3HfNO13Zn (ωB97M-V/def2-TZVPD, the Open Molecules 2025 dataset).

```
70
Properties=species:S:1:pos:R:3:forces:R:3:lowdin_charge:R:1
Zn 25.8321 -21.4773 6.6350 -1.0272 -2.1391 -0.4365 1.251
Hf 28.4935 -25.1957 2.1316 2.1655 6.0292 1.0909 2.411
Be 29.3437 -21.1858 8.1506 0.1990 0.1486 0.1703 1.025
C 28.0990 -22.8188 -0.2871 2.7217 -0.1586 2.1910 -0.297
O 28.3282 -21.9300 0.7502 -0.9188 -0.2380 -1.0115 0.032
O 28.2602 -24.0747 0.1458 -0.4436 -1.3546 1.8767 -0.136
C 26.6813 -22.4891 -1.0611 -0.9522 1.1514 -1.3914 -0.519
F 26.6951 -22.9627 -2.2665 0.3002 -0.5861 0.4397 0.303
F 25.6959 -22.9917 -0.3435 0.1596 -0.0272 0.1400 0.229
F 26.6005 -21.1725 -1.1239 -0.1411 -0.4388 0.3419 0.239
C 28.7752 -20.5770 0.4762 0.5611 0.1929 1.8961 -0.127
C 28.8984 -19.8560 1.8055 -0.4078 0.2208 -0.3664 -0.025
H 29.2796 -18.8668 1.5413 0.1920 -0.0094 0.3549 0.120
H 27.9306 -19.6971 2.2863 -0.0898 -0.0075 -0.1954 0.093
H 29.5375 -20.3615 2.5315 0.2662 0.0232 -0.2372 0.082
H 28.1005 -19.9885 -0.1579 0.0452 -0.4118 -0.4871 0.169
H 29.7829 -20.6840 0.0484 -0.2183 0.1099 -0.5464 0.171
H 28.8817 -22.5731 -1.0518 -0.4732 -0.2101 -0.6666 0.248
N 28.0758 -23.0940 5.0304 0.5874 0.3099 0.0426 -0.472
O 28.9160 -22.7997 5.8657 -0.5096 0.0394 -0.0701 -0.013
O 28.4806 -23.6119 3.9479 -0.4267 -0.5927 -0.5353 -0.108
O 26.8405 -22.8643 5.1961 -0.1030 0.6108 0.2885 -0.039
O 30.5164 -24.0880 2.0652 -3.1243 -0.7982 -1.2637 -0.088
C 31.6893 -23.6829 2.2704 1.7228 -0.6058 1.4082 -0.382
O 32.1207 -23.7221 3.4935 -0.8351 -0.3151 -0.2410 0.068
C 33.6076 -23.6922 3.5856 -0.2508 0.8316 -1.3166 -0.009
C 34.0371 -23.5007 2.1196 1.1311 -0.7230 -0.4247 -0.094
C 32.7858 -23.2624 1.2969 -1.8582 -0.4050 0.7585 -0.016
H 33.8734 -24.6899 3.9119 0.1738 0.2461 0.6015 0.139
H 33.8477 -22.8480 4.2215 0.1730 -0.3233 0.3433 0.146
H 34.5273 -24.4278 1.8156 -0.1768 0.0115 -0.2289 0.142
H 34.8035 -22.7529 1.9238 -0.1949 0.2764 0.3951 0.149
H 32.6215 -23.8707 0.4082 0.4907 0.3303 -0.3006 0.151
H 32.5715 -22.2019 1.1246 0.2293 -0.0131 -0.4205 0.153
O 29.8155 -25.9667 3.8379 -2.5423 0.1605 -2.5854 -0.111
C 30.3932 -26.5693 4.7837 0.7331 -0.9080 1.3314 -0.397
O 31.4847 -27.1894 4.5689 0.0859 0.9286 -0.8192 0.136
C 32.0614 -27.7794 5.7859 -0.2408 -1.1652 1.0014 -0.025
C 30.8768 -27.7891 6.7544 0.1859 -0.1705 0.5801 -0.098
C 29.9743 -26.6629 6.2470 -0.1111 -0.3659 -1.0067 -0.035
H 32.9330 -27.2536 6.1719 -0.0847 0.5319 -0.5893 0.152
H 32.3741 -28.7770 5.4892 0.0407 0.0325 -0.0154 0.157
H 31.1467 -27.6259 7.7970 0.3189 0.1080 -0.1193 0.144
H 30.4097 -28.7736 6.7643 -0.3207 0.1585 -0.3129 0.143
H 30.1957 -25.6979 6.7063 -0.1375 0.0373 0.0921 0.137
H 28.9155 -26.9135 6.3056 -0.0569 0.2801 0.1374 0.138
O 24.3589 -22.6445 6.9435 1.9368 1.0602 -0.4114 -0.050
C 23.5318 -23.5736 7.1235 -2.0232 0.2474 -0.1242 -0.406
O 22.3163 -23.2230 7.3711 0.8941 0.1004 0.3256 0.138
C 21.5049 -24.4005 7.6790 -0.6382 -0.9905 0.7983 -0.048
C 22.5194 -25.5127 7.9414 0.2521 0.0895 -1.3289 -0.082
C 23.6774 -25.0685 7.0209 0.4267 0.6473 0.4621 -0.046
H 20.8204 -24.5646 6.8485 0.2343 -0.0101 -0.1642 0.152
H 20.8970 -24.2631 8.5717 0.0875 0.7430 -0.0994 0.159
H 22.0883 -26.4444 7.5839 0.1844 -0.2533 0.4900 0.144
H 22.8765 -25.5465 8.9665 -0.3383 -0.1595 0.1223 0.143
H 23.4816 -25.3384 5.9786 0.0584 0.0222 -0.0341 0.138
H 24.6963 -25.3409 7.2910 -0.1288 -0.3588 0.0605 0.131
O 26.3495 -24.3198 2.1714 2.7176 -1.5954 0.4174 -0.106
C 25.0934 -24.2201 2.1088 -1.1600 -0.2541 -0.2988 -0.427
O 24.4775 -23.3796 2.8670 0.7394 0.0120 -0.0751 0.095
C 23.0112 -23.4111 2.5977 -0.7022 -0.5403 -0.5755 -0.032
C 22.9094 -24.0763 1.2354 0.1914 -0.2721 -0.1131 -0.090
C 24.1400 -24.9962 1.2502 -0.1923 -0.0052 -0.2170 -0.043
H 22.6177 -22.4035 2.6684 0.2033 0.0750 0.0837 0.151
H 22.5625 -24.0772 3.3348 0.1589 0.2567 0.2974 0.140
H 22.9950 -23.3905 0.3936 -0.0767 0.2161 0.1552 0.137
H 21.9906 -24.6436 1.1009 -0.0682 0.0960 0.1171 0.154
H 24.4551 -25.2417 0.2379 0.4779 0.0235 0.1342 0.146
H 23.9532 -25.9531 1.7573 -0.0724 0.0476 0.0841 0.164
```
Positions in Å, forces in eV/Å.

Calculated values
calculated total energy	-3951.53029	Ha
HOMO level	-24.072	eV
net charge	+6
Kohn-Sham gap	0.067	Ha

***

Record 2
# C20H30ClFeN9O4S

A structure of composition C20H30ClFeN9O4S (ωB97M-V/def2-TZVPD, the Open Molecules 2025 dataset).

```
66
Properties=species:S:1:pos:R:3:forces:R:3:lowdin_charge:R:1
Fe -0.4781 0.7140 -1.0526 0.1691 -1.0434 -1.0287 0.712
N -1.6440 1.3092 -2.6728 -0.1098 -0.1823 0.0053 0.018
C -3.1115 1.4670 -2.8255 0.0511 0.2729 -0.0427 -0.180
C -3.8995 0.6432 -1.8317 -0.0499 -0.0801 -0.1108 -0.206
N -3.3920 0.8455 -0.5025 0.1356 -0.0484 0.1879 -0.077
C -3.4835 2.1722 0.0679 0.0737 0.0783 0.0105 -0.188
C -2.2496 3.0362 -0.2132 -0.0041 -0.0458 -0.0069 -0.172
N -0.9785 2.3164 0.0313 0.1972 0.0921 -0.2305 -0.005
H -1.1693 2.1703 -2.9333 0.0092 0.0702 0.0088 0.097
H -1.3103 0.6120 -3.3273 -0.0162 0.0613 -0.0871 0.085
H -3.4064 1.2161 -3.8431 -0.0239 -0.0080 -0.0516 0.126
H -3.3541 2.5191 -2.6794 0.0135 -0.0163 -0.0698 0.110
H -3.8183 -0.4210 -2.0669 0.0047 -0.0033 0.0046 0.125
H -4.9556 0.9242 -1.9463 -0.0546 -0.0258 -0.0145 0.126
H -3.7360 0.1391 0.1306 -0.0006 0.0112 0.0777 0.101
H -3.5801 2.0605 1.1453 0.0050 -0.0125 0.0623 0.118
H -4.3656 2.7269 -0.2786 -0.0305 0.0084 -0.0074 0.128
H -2.2812 3.9127 0.4357 -0.0527 0.0515 0.0073 0.129
H -2.2246 3.4074 -1.2364 0.0247 -0.0062 0.0315 0.100
H -0.9451 2.0116 0.9978 -0.0265 -0.0929 0.2668 0.079
H -0.2166 2.9588 -0.1822 -0.0559 0.0093 0.0512 0.077
N 2.9275 -3.3796 4.5070 0.0073 -0.0140 0.0138 0.115
C 1.8380 -2.8224 3.8762 -0.0398 0.0461 -0.0350 -0.315
C 1.5660 -1.4543 4.0037 0.0049 -0.0118 -0.0048 -0.030
C 0.5092 -0.8841 3.3236 -0.0049 0.0042 -0.0319 -0.070
C -0.2959 -1.6730 2.5111 -0.0011 -0.0883 0.0156 -0.304
C -0.0550 -3.0394 2.3916 -0.0033 0.0163 0.0153 -0.054
C 1.0090 -3.6058 3.0620 -0.0040 0.0085 -0.0083 -0.014
S -1.6053 -0.9415 1.6155 0.0835 0.1422 -0.0376 0.639
O -2.7521 -1.7981 1.6240 0.0282 0.0424 -0.0262 -0.258
O -1.7311 0.4228 2.0766 0.0190 -0.0295 0.0079 -0.313
N -1.0611 -0.7908 0.0788 -0.6037 0.2031 0.4520 -0.144
C -0.9459 -1.7514 -0.8511 -0.0329 -0.0306 0.0785 -0.454
N -0.5433 -1.1184 -1.9739 0.2505 -0.3458 0.2351 0.040
C -0.2557 -1.8506 -3.0440 0.0152 0.2156 -0.0428 -0.077
C -0.4201 -3.2190 -3.0124 -0.0241 -0.0637 -0.0453 -0.031
C -0.8549 -3.7725 -1.8103 0.0084 -0.0357 0.0239 -0.085
N -1.1059 -3.0646 -0.7149 -0.0323 0.0592 -0.0215 0.168
H 3.2863 -2.8910 5.3091 0.0274 0.0269 0.0306 0.097
H 2.9252 -4.3792 4.6168 0.0068 -0.0409 -0.0043 0.098
H 2.1851 -0.8454 4.6526 -0.0073 -0.0039 -0.0051 0.114
H 0.2893 0.1696 3.4296 0.0002 0.0007 0.0082 0.112
H -0.7069 -3.6459 1.7774 0.0040 -0.0040 0.0009 0.105
H 1.1985 -4.6690 2.9750 -0.0038 0.0124 -0.0015 0.117
H 0.1085 -1.3231 -3.9181 0.0433 0.0018 0.0070 0.128
H -0.2077 -3.8320 -3.8745 -0.0032 -0.0001 0.0170 0.109
H -0.9916 -4.8447 -1.7200 0.0024 0.0100 -0.0090 0.122
C 3.9631 1.6502 2.0029 -0.0074 -0.0063 -0.0222 0.009
N 2.9411 0.9195 1.2674 0.0852 0.0294 0.0425 -0.105
C 3.0028 -0.3951 0.8816 -0.0061 -0.0264 -0.0226 -0.030
C 1.8911 -0.6277 0.1397 -0.0163 0.0841 -0.0054 -0.076
N 1.1534 0.5330 0.0656 0.1709 -0.0346 0.1128 0.002
C 1.8248 1.4441 0.7481 -0.0764 -0.0156 -0.0888 -0.134
H 4.4153 0.9886 2.7375 -0.0138 0.0021 0.0034 0.098
H 3.5051 2.4908 2.5180 -0.0038 -0.0059 -0.0019 0.099
H 4.7288 2.0177 1.3219 0.0029 -0.0113 -0.0016 0.089
H 3.8110 -1.0428 1.1750 -0.0261 0.0259 -0.0040 0.137
H 1.5780 -1.5386 -0.3374 0.0215 -0.0091 0.0291 0.120
H 1.5677 2.4850 0.8549 0.0144 -0.0425 0.0338 0.148
Cl 4.0321 2.1895 -1.8888 -0.0242 -0.0222 0.0252 0.611
C 2.7764 2.3017 -3.1611 0.2109 -0.1215 -0.1123 -0.445
C 1.4352 2.0954 -2.5024 -0.0627 -0.3120 -0.0093 -0.718
O 0.8550 3.0415 -1.9777 -0.1592 0.5769 0.1944 0.007
O 0.9729 0.8976 -2.4917 -0.1044 0.6263 0.1841 -0.098
H 2.9887 1.5209 -3.8836 0.0069 0.0342 -0.0365 0.080
H 2.8472 3.2909 -3.5981 -0.0123 0.0172 -0.0172 0.084
```
Positions in Å, forces in eV/Å.

Calculated values
calculated total energy	-3695.85842	Ha
HOMO level (spin up / spin down)	-10.669 / -10.661	eV
energy relative to the best compared isomer or geometry (same formula, charge and spin)	0.00	kcal per mole
spin multiplicity	2
net charge	+1
Kohn-Sham gap (spin up / spin down)	0.274 / 0.288	Ha

***

Record 3
# C20H30FN3OS

An isolated molecule of C20H30FN3OS (ωB97M-V/def2-TZVPD, the Open Molecules 2025 dataset).

```
56
Properties=species:S:1:pos:R:3:forces:R:3:lowdin_charge:R:1
C -4.3500 -2.5233 -0.6726 -0.1776 0.2036 -0.0199 -0.098
C -4.9644 -1.1320 -0.5555 0.1535 0.0746 0.0114 -0.207
H -5.5197 -1.0622 0.3823 -0.0598 0.0600 -0.0345 0.112
C -3.9439 0.0142 -0.5857 -0.2255 0.1903 -0.1517 -0.365
N -3.1098 -0.0335 0.5968 -0.2420 -0.4543 -0.3229 0.080
C -2.9139 1.0040 1.4185 0.3798 -0.1730 0.4956 -0.486
O -3.4146 2.1034 1.2895 -0.1582 0.4199 0.0146 0.053
C -1.9252 0.6825 2.5555 -0.3972 0.0891 0.0855 -0.116
N -0.5648 0.7289 2.0685 0.3933 0.2258 -0.1300 0.031
C 0.0639 -0.3213 1.4937 0.1239 0.0813 0.0773 -0.750
N 1.2900 -0.1017 0.9631 -0.3588 0.2419 0.1437 -0.084
C 1.9297 1.1861 1.1037 0.1586 0.2207 0.1099 -0.097
C 1.3257 2.2799 0.2486 0.2044 0.1815 0.0425 -0.144
C 1.7616 3.5887 0.4234 -0.1906 -0.0682 -0.1346 -0.227
C 1.2630 4.6448 -0.3120 0.1373 -0.0422 0.1537 -0.003
C 0.2901 4.3914 -1.2639 0.0208 -0.0490 0.0097 -0.071
C -0.1602 3.0984 -1.4644 -0.0680 -0.0017 -0.0939 -0.069
C 0.3535 2.0530 -0.7163 0.0734 0.0899 0.0180 -0.031
H -0.0081 1.0485 -0.8770 -0.0492 -0.1283 0.0104 0.108
H -0.9182 2.9023 -2.2067 -0.0856 -0.0243 -0.0598 0.100
H -0.1147 5.2046 -1.8453 -0.0390 0.0870 -0.0501 0.107
H 1.6355 5.6404 -0.1319 0.0521 0.1034 0.0362 0.119
F 2.7115 3.8292 1.3577 -0.0641 -0.0544 -0.0699 0.068
H 1.9181 1.5017 2.1567 0.0472 -0.0703 -0.1399 0.145
H 2.9805 1.0748 0.8282 -0.0838 -0.0103 0.1173 0.128
C 2.0465 -1.1908 0.3600 0.3830 -0.2176 -0.1934 -0.346
C 3.1967 -1.6483 1.2607 -0.2843 -0.2168 -0.0316 -0.140
C 3.8805 -2.8646 0.6433 0.2425 0.2336 -0.0014 -0.194
C 4.3887 -2.5387 -0.7578 -0.1941 -0.2607 -0.0324 -0.206
C 3.2406 -2.0673 -1.6451 0.2505 0.2184 0.0225 -0.193
C 2.5603 -0.8429 -1.0373 -0.2337 -0.2021 0.0183 -0.142
H 3.2794 -0.0220 -0.9947 0.0436 0.1178 -0.0165 0.117
H 1.7283 -0.5270 -1.6697 -0.0206 0.0730 0.0087 0.115
H 3.6142 -1.8214 -2.6410 -0.0604 -0.0535 -0.0395 0.111
H 2.5102 -2.8722 -1.7495 -0.0483 -0.0481 -0.0624 0.118
H 4.8569 -3.4214 -1.1967 0.0909 0.0259 -0.0191 0.108
H 5.1469 -1.7541 -0.6969 0.0819 0.0263 -0.0150 0.114
H 4.7100 -3.1814 1.2781 -0.0371 -0.0825 0.0244 0.110
H 3.1663 -3.6886 0.5882 -0.0213 -0.0844 0.0328 0.118
H 2.8020 -1.9000 2.2470 -0.0222 0.0642 0.0355 0.121
H 3.9279 -0.8455 1.3829 0.0504 0.0844 0.0350 0.115
H 1.3422 -2.0241 0.2642 0.1902 0.2131 0.0044 0.066
S -0.6430 -1.8333 1.4855 -0.2408 -0.9383 0.1291 0.725
H -0.2413 1.6586 1.8475 0.0583 -0.0273 0.0188 0.125
H -2.0340 1.4347 3.3390 -0.0523 -0.0521 -0.1388 0.129
H -2.1195 -0.3119 2.9624 0.0640 0.1689 -0.0005 0.089
H -2.5816 -0.8863 0.7606 0.0417 0.1782 0.1488 0.012
C -3.0683 -0.0015 -1.8386 -0.1977 0.0655 0.2085 -0.037
H -2.3944 -0.8547 -1.8212 0.0972 -0.0963 -0.0510 0.074
H -3.6863 -0.0572 -2.7306 -0.0376 -0.0149 -0.1788 0.082
H -2.4749 0.9087 -1.8823 0.0855 0.0798 -0.0182 0.060
H -4.4838 0.9668 -0.5355 0.0821 -0.1767 -0.0196 0.141
H -5.6728 -0.9810 -1.3725 -0.0628 0.0286 0.0014 0.109
H -5.1268 -3.2764 -0.5631 -0.0025 -0.1226 0.0069 0.071
H -3.8808 -2.6634 -1.6427 0.0894 -0.0823 -0.0844 0.068
H -3.6055 -2.6957 0.1008 0.1195 -0.0946 0.0890 0.058
```
Positions in Å, forces in eV/Å.

Calculated values
calculated total energy	-1517.72412	Ha
HOMO level	-8.378	eV
energy relative to the best compared isomer or geometry (same formula, charge and spin)	0.00	kcal per mole
SMILES string	CC[C@H](C)NC(=O)CNC(=S)N(Cc1ccccc1F)C1CCCCC1
Kohn-Sham gap	0.333	Ha

***

Record 4
# C20H30N2O2

An isolated molecule of C20H30N2O2 (ωB97M-V/def2-TZVPD, the Open Molecules 2025 dataset).

```
54
Properties=species:S:1:pos:R:3:forces:R:3:lowdin_charge:R:1
C -0.2913 -1.3270 -6.4689 -0.0977 -0.0133 -0.1953 -0.095
H 0.1695 -2.1925 -6.9431 -0.0662 0.0709 -0.0102 0.091
O 0.3489 -1.1882 -5.2249 0.0936 0.0880 0.3052 -0.087
C -0.0625 -0.1891 -4.3920 0.0917 0.0278 0.1729 -0.274
C -1.0415 0.7504 -4.6922 0.0112 -0.1939 -0.2750 -0.010
C -1.3781 1.7179 -3.7627 0.1432 0.0044 0.1731 -0.029
C -0.7595 1.7781 -2.5237 0.1142 0.1745 -0.0668 -0.248
C 0.2270 0.8424 -2.2391 -0.0223 0.0282 -0.0523 -0.038
C 0.5759 -0.1271 -3.1545 -0.0192 -0.1698 -0.2361 0.003
H 1.3400 -0.8562 -2.9333 0.0956 -0.0828 0.0232 0.116
H 0.7369 0.8724 -1.2859 0.0317 0.0111 0.0745 0.095
C -1.1825 2.7989 -1.5028 -0.1482 -0.0192 -0.0316 -0.137
H -0.4781 2.7923 -0.6690 0.0382 0.0506 -0.0136 0.101
H -1.1707 3.7989 -1.9454 0.0465 -0.0049 0.1013 0.119
C -2.6066 2.5049 -0.9976 0.0469 -0.0478 -0.0242 -0.094
C -2.7640 1.0372 -0.6321 -0.3643 0.3809 -0.1240 -0.462
O -3.2948 0.2598 -1.4054 -0.1056 -0.0545 -0.2847 0.058
N -2.3047 0.6264 0.5719 0.1295 -0.2744 0.3427 -0.044
C -1.6371 1.3947 1.5925 0.3491 0.2325 0.0896 -0.122
H -1.5928 2.4494 1.3305 -0.0407 -0.0165 -0.0221 0.110
C -0.2203 0.8524 1.8155 -0.2001 0.1304 0.1252 -0.161
N -0.2997 -0.5448 2.1874 -0.0946 -0.0664 -0.0140 -0.133
C -0.9223 -1.2996 1.1154 -0.2805 0.0255 0.0452 -0.156
C -2.3443 -0.7820 0.9057 0.0715 -0.4386 -0.2823 -0.113
H -2.8322 -1.3079 0.0845 0.0292 0.0568 0.1459 0.122
H -2.9201 -0.9150 1.8278 0.0306 -0.0330 -0.0300 0.131
H -0.9603 -2.3530 1.3986 0.0213 -0.0097 -0.0175 0.126
H -0.3725 -1.2108 0.1625 -0.0298 -0.0478 0.0133 0.122
C 0.9225 -1.1388 2.7121 0.1585 0.3037 0.1176 -0.330
C 1.2237 -0.6178 4.1203 -0.0549 -0.4127 -0.0420 -0.156
C 2.3833 -1.4012 4.7290 0.1325 0.3390 -0.0049 -0.203
C 3.6273 -1.2772 3.8539 -0.0549 -0.3298 0.0291 -0.210
C 3.3355 -1.7579 2.4356 0.1371 0.2979 -0.0145 -0.201
C 2.1715 -0.9771 1.8325 -0.1943 -0.3464 0.0479 -0.153
H 2.4425 0.0791 1.7679 -0.0113 0.0840 -0.0523 0.116
H 1.9652 -1.3398 0.8231 -0.0058 0.0757 -0.0836 0.111
H 4.2243 -1.6376 1.8122 0.0014 -0.0987 -0.0210 0.109
H 3.0848 -2.8212 2.4575 0.0275 -0.0788 -0.0302 0.115
H 4.4439 -1.8614 4.2830 0.0663 0.0688 0.0126 0.107
H 3.9448 -0.2321 3.8230 0.0625 0.0586 0.0169 0.113
H 2.5961 -1.0270 5.7325 -0.0220 -0.0838 0.0445 0.108
H 2.1048 -2.4538 4.8169 -0.0160 -0.0664 0.0599 0.113
H 0.3291 -0.7165 4.7365 -0.0565 0.0602 -0.0131 0.118
H 1.4939 0.4390 4.0819 -0.0121 0.1057 0.0012 0.108
H 0.7096 -2.2115 2.8010 0.0290 0.0262 0.0040 0.147
H 0.2512 1.4158 2.6213 0.0314 0.0434 -0.0335 0.121
H 0.3633 1.0022 0.8905 -0.0057 0.0477 0.0725 0.105
H -2.1997 1.2858 2.5283 0.0708 0.0920 -0.0374 0.132
H -2.8650 3.1596 -0.1645 -0.0258 0.0342 -0.0091 0.109
H -3.3134 2.6866 -1.8084 -0.0072 -0.0568 0.1115 0.118
H -2.1443 2.4372 -4.0125 -0.1144 0.0719 -0.0306 0.119
H -1.5540 0.7366 -5.6412 -0.0215 -0.0323 -0.0955 0.103
H -1.3645 -1.5079 -6.3505 0.0346 0.0204 -0.0105 0.096
H -0.1386 -0.4460 -7.1015 -0.0237 -0.0328 0.0286 0.094
```
Positions in Å, forces in eV/Å.

Calculated values
calculated total energy	-1040.10306	Ha
HOMO level	-8.169	eV
energy relative to the best compared isomer or geometry (same formula, charge and spin)	38.16	kcal per mole
SMILES string	COc1ccc(CCC(=O)N2CCN(C3CCCCC3)CC2)cc1
Kohn-Sham gap	0.331	Ha

***

Maximum force per entry: 6.498 1.475 0.977 0.542 eV/Å